Record 1
Density functional theory data (wB97M-V/def2-TZVPD) for a structure of composition C56H44BrGeHfNOP.

The charge is +2. The HOMO energy (spin up / spin down) comes out at -11.661 / -12.697 eV. The energy above the lowest of the compared OMol25 structures with the same formula, charge and spin is 8.5 kcal/mol. As for the energy: -199464.664 eV. The value obtained for the HOMO-LUMO gap (spin up / spin down) is 0.2085 / 0.2313 Ha. The spin multiplicity is 2.

Last column: Mulliken charge in e.
Atoms and positions in Å:
C (-4.812, -3.169, 1.234)  -0.442
H (-2.543, -6.026, 6.387)  0.409
C (2.295, -0.224, -3.419)  -0.970
H (-4.856, 0.308, 0.874)  0.493
H (1.413, 0.028, -5.360)  0.455
C (0.571, 4.253, 2.578)  -0.205
C (-2.444, -3.974, 3.095)  0.485
C (1.166, 1.999, 4.105)  -1.127
H (-2.125, -3.364, -0.818)  0.558
Ge (-0.199, 2.623, 0.192)  1.061
H (4.745, -0.970, 1.582)  0.415
C (-1.639, -4.378, 5.342)  -0.705
C (-5.505, -3.172, -1.075)  -0.843
C (-0.364, -1.640, 1.336)  -0.883
H (3.391, 2.291, 0.024)  0.359
H (-4.804, 3.788, 1.930)  0.453
H (3.054, 4.902, -4.107)  0.431
H (-1.782, -0.209, -2.884)  0.262
H (-4.324, 4.234, -2.308)  0.465
H (-0.495, -1.473, -4.901)  0.488
C (1.666, 3.366, -3.533)  -1.003
H (-0.696, -2.597, -2.702)  0.297
C (4.747, -1.884, 0.997)  -0.567
C (2.496, 5.056, -2.034)  -0.708
O (2.208, 0.031, 0.246)  -0.208
H (5.955, -5.045, 1.062)  0.419
C (-4.720, 4.029, -0.205)  -0.547
C (-2.487, -0.128, -2.065)  -0.218
H (5.935, -2.969, 2.409)  0.444
C (-2.576, 3.602, -1.224)  -0.211
H (-3.939, -5.370, 2.391)  0.500
C (1.100, -1.711, -1.919)  -0.928
C (-4.207, 0.168, 0.019)  -1.081
C (4.766, -4.227, -0.526)  -0.831
C (5.185, 3.058, -0.878)  -0.618
H (1.617, 3.375, 5.686)  0.412
H (-2.437, 3.118, 2.133)  0.429
H (-4.010, -6.653, 4.491)  0.402
C (-5.819, -3.136, 0.280)  -0.811
C (0.132, -1.923, -2.898)  -0.623
H (1.383, 1.116, 4.697)  0.458
C (0.250, -1.295, -4.135)  -0.393
C (-1.324, -2.386, 1.588)  0.324
H (1.781, 4.980, -0.015)  0.213
C (-3.915, 3.973, -1.337)  -0.747
H (-5.758, 4.333, -0.291)  0.417
Br (-4.435, -0.234, -4.085)  -0.085
P (3.264, -0.474, -0.787)  2.043
H (7.301, 1.290, -2.867)  0.454
C (0.899, 2.841, -2.493)  0.160
C (-4.724, 0.048, -1.260)  -0.292
C (4.085, -3.113, -0.995)  -0.132
C (-3.472, -3.235, 0.848)  0.469
C (-3.167, -3.267, -0.519)  -0.312
C (0.924, 3.406, -1.214)  0.026
C (-2.030, 3.280, 0.021)  0.110
C (-2.391, -3.217, 1.861)  0.186
C (4.419, 0.807, -1.154)  0.200
H (-6.855, -3.091, 0.595)  0.438
H (1.082, -2.322, -1.013)  1.279
C (6.275, 2.774, -1.693)  -0.613
C (0.453, 2.989, 1.997)  0.264
H (3.577, -3.156, -1.954)  0.412
H (-5.063, -3.134, 2.292)  0.629
C (-2.849, 3.343, 1.153)  -0.342
C (-3.344, -5.802, 4.403)  -0.830
C (4.244, 2.076, -0.608)  -0.241
H (-5.792, 0.077, -1.437)  0.643
H (-3.929, -3.307, -2.528)  0.521
H (4.786, -5.138, -1.116)  0.448
C (-3.312, -5.073, 3.227)  -0.240
H (5.667, -0.493, -2.360)  0.463
C (-2.846, 0.120, 0.197)  -0.155
C (0.993, 4.390, 3.896)  -0.897
C (1.738, 4.519, -0.998)  -0.067
C (5.415, -3.004, 1.459)  -0.749
C (2.467, 4.477, -3.301)  -0.730
C (5.522, 0.510, -1.964)  -0.471
C (-1.598, -3.649, 4.171)  -0.453
H (7.008, 3.546, -1.899)  0.439
H (-0.920, -2.809, 4.078)  0.414
H (5.066, 4.045, -0.450)  0.491
C (0.750, 1.876, 2.787)  0.285
C (-3.837, -0.093, -2.315)  -1.232
C (1.294, 3.264, 4.658)  -0.442
C (-4.185, 3.721, 1.042)  -0.760
C (5.424, -4.172, 0.698)  -0.469
H (1.622, 2.926, -4.527)  0.491
H (1.080, 5.379, 4.335)  0.426
H (-0.991, -4.110, 6.169)  0.405
Hf (0.181, -0.072, 0.016)  1.370
C (6.444, 1.504, -2.241)  -0.755
N (-1.989, -0.038, -0.830)  1.288
H (-2.418, 0.235, 1.183)  0.340
C (-2.514, -5.454, 5.466)  -0.423
H (-6.294, -3.161, -1.818)  0.484
H (-1.952, 3.584, -2.115)  0.356
C (1.325, -0.456, -4.393)  -0.898
H (0.248, 1.992, -2.700)  0.423
H (0.642, 0.866, 2.398)  0.446
H (3.118, 0.454, -3.616)  0.542
C (2.197, -0.859, -2.192)  -0.247
H (3.108, 5.934, -1.856)  0.484
C (4.073, -1.945, -0.229)  0.374
C (-4.174, -3.242, -1.472)  -0.387
H (0.315, 5.140, 2.006)  0.444

Record 2
Density functional theory data (wB97M-V/def2-TZVPD) for a structure of composition C56H44GeN2O9PSTeTi in a non-equilibrium geometry.

The charge is -2. The HOMO energy (spin up / spin down) comes out at -1.267 / -2.328 eV. The energy above the lowest of the compared OMol25 structures with the same formula, charge and spin is 23.7 kcal/mol. As for the energy: -187242.905 eV. The value obtained for the HOMO-LUMO gap (spin up / spin down) is 0.1947 / 0.2336 Ha. The spin multiplicity is 2.

Last column: Mulliken charge in e.
Atoms and positions in Å:
C (-2.771, 2.338, 6.432)  -0.286
C (0.609, -2.512, -1.889)  0.191
C (-1.522, 1.813, 6.232)  -1.029
H (-2.318, -2.375, -6.114)  0.346
C (-5.579, -3.344, 0.549)  -1.144
C (2.315, 5.876, 0.824)  -0.619
S (-2.009, -1.394, 1.708)  0.649
H (-5.495, -4.361, 0.919)  0.402
C (1.165, 3.881, -5.470)  -0.840
C (-1.076, -5.072, 3.181)  -0.888
Te (-2.960, 0.288, -0.715)  0.415
H (-7.897, -1.019, -0.268)  0.382
H (3.503, 3.465, 2.884)  0.396
H (-1.636, -5.825, 3.723)  0.386
H (3.344, 5.933, 2.711)  0.332
C (-2.451, -1.910, -5.143)  -0.340
H (-2.772, -3.790, 2.869)  0.442
H (-7.731, -3.322, 0.628)  0.355
C (0.996, -4.258, 2.276)  -0.465
H (-0.105, -2.940, -3.864)  0.459
C (0.230, 1.328, 4.434)  0.109
C (-2.929, -2.081, -2.789)  -0.090
O (-4.804, 3.567, 2.767)  -0.813
N (-1.882, 1.993, 3.857)  0.562
H (-2.226, 1.113, -3.620)  0.287
H (1.182, -5.055, -4.062)  0.365
C (-6.833, -2.768, 0.376)  -0.516
H (-3.176, -2.690, -1.929)  0.093
C (-3.555, 2.784, 5.326)  -0.698
H (-3.156, 2.445, 7.440)  0.404
H (-1.989, 0.067, -5.848)  0.401
C (3.845, -0.575, -2.660)  -0.334
C (4.179, -2.205, 0.803)  -0.423
H (-0.883, 1.506, 7.052)  0.465
H (-1.517, 3.192, -0.545)  0.335
H (-4.516, 3.262, 5.450)  0.513
C (-4.496, -1.320, -0.252)  0.799
O (1.196, 0.977, 5.316)  -0.634
C (-2.400, 0.051, -3.742)  -0.177
C (-3.065, 2.582, 4.069)  0.401
H (0.035, -1.591, -1.799)  -0.558
H (-3.467, -3.114, 0.361)  0.610
Ge (1.029, 2.429, -1.447)  3.285
H (3.805, -1.619, -2.957)  0.411
O (-1.008, -0.581, 2.584)  -0.046
C (0.286, -5.219, 2.984)  -0.814
H (1.956, 0.757, 4.762)  0.282
O (-0.065, 0.609, -1.686)  -0.059
H (2.066, -4.388, 2.173)  0.306
C (2.677, 0.085, -2.287)  -0.160
Ti (-1.448, 1.250, 2.029)  -0.400
H (-0.065, 5.370, -6.417)  0.351
C (2.093, -4.843, -2.125)  -0.796
P (1.311, -1.865, 0.714)  2.228
O (0.494, 1.369, 3.213)  0.264
C (2.179, -4.075, -0.971)  -0.518
H (2.671, -5.758, -2.204)  0.385
H (-1.318, 5.891, -4.340)  0.390
H (-0.815, 4.667, -2.254)  0.318
C (-2.795, -2.679, -4.038)  -0.747
C (3.920, 2.092, -1.889)  -0.299
O (-1.614, -1.252, 0.191)  -0.045
C (0.373, -3.132, 1.736)  -0.443
C (2.981, -2.042, 1.493)  0.065
H (4.278, -1.699, 4.627)  0.430
H (6.315, -2.370, 0.921)  0.395
C (5.438, -2.065, 2.855)  -0.605
C (-3.686, 3.065, 2.754)  0.250
C (0.531, -3.272, -3.051)  -0.411
C (0.167, 4.850, -5.493)  -0.452
H (1.712, 3.645, -6.377)  0.371
C (-0.535, 5.139, -4.329)  -0.893
N (-1.240, 1.284, -1.356)  0.068
H (5.975, -0.403, -2.936)  0.363
H (1.290, 5.523, -1.029)  0.234
O (-2.922, 0.396, 1.558)  -0.661
H (2.240, 6.956, 0.744)  0.376
C (3.041, -1.836, 2.877)  -0.840
C (2.938, 5.305, 1.926)  -0.612
C (-2.259, -0.541, -4.991)  -0.582
C (-2.726, -0.716, -2.623)  0.338
H (2.111, -1.672, 3.417)  0.590
H (-5.837, 0.250, -0.801)  0.247
C (5.397, -2.227, 1.479)  -0.691
H (3.954, 3.137, -1.594)  0.403
C (0.752, 3.471, -3.111)  -0.196
C (3.030, 3.919, 2.021)  -0.604
O (-2.882, 2.911, 1.763)  -0.439
C (-0.791, 2.380, -0.537)  -0.805
H (6.036, 1.979, -2.251)  0.355
C (-1.049, 1.678, 4.910)  0.203
C (1.452, 3.200, -4.290)  -0.171
C (-1.711, -3.943, 2.686)  -0.657
H (6.383, -2.100, 3.384)  0.346
H (2.596, 2.036, 1.094)  0.347
H (0.806, -6.079, 3.392)  0.394
C (2.693, 1.420, -1.890)  -0.438
C (1.427, -2.904, -0.829)  0.676
C (-5.765, -0.768, -0.422)  -1.144
H (2.232, 2.444, -4.280)  0.292
C (1.882, 3.672, -0.108)  -0.159
C (-4.430, -2.626, 0.239)  0.106
C (5.093, 1.441, -2.262)  -0.818
O (-0.515, 2.016, 0.817)  0.068
H (2.857, -4.392, -0.189)  0.324
C (-6.924, -1.475, -0.119)  -0.686
C (1.782, 5.063, -0.174)  -0.344
C (4.251, -1.851, 3.553)  -0.620
H (4.167, -2.307, -0.275)  0.376
C (2.513, 3.117, 1.011)  -0.103
C (5.059, 0.103, -2.646)  -0.622
H (-2.947, -3.746, -4.147)  0.377
C (-1.015, -2.979, 1.967)  0.665
C (-0.247, 4.449, -3.155)  -0.210
C (1.260, -4.447, -3.169)  -0.800
H (1.727, -0.432, -2.303)  -0.236